# 1
10
Properties=species:S:1:pos:R:3:lowdin_charge:R:1 method="wB97M-V/def2-TZVPD" lumo_energy_ev=0.666 e_tot_ha=-301.43445 charge=0 smiles=Oc1ccn[nH]1 de_lowest_ev=1.4361 spin_multiplicity=1
O -2.003 0.287 0.173 0.08
N 1.084 -0.991 -0.838 0.02
N -0.254 -1.085 -0.636 0.03
C -0.707 -0.080 0.153 -0.39
C 0.381 0.623 0.599 -0.04
C 1.449 0.064 -0.131 -0.18
H -2.014 1.175 0.557 0.12
H -0.726 -1.930 -0.922 0.16
H 2.434 0.491 -0.254 0.10
H 0.355 1.445 1.300 0.10

---

# 2
9
Properties=species:S:1:pos:R:3:lowdin_charge:R:1 method="wB97M-V/def2-TZVPD" lumo_energy_ev=3.859 e_tot_ha=-664.81377 charge=-1 smiles="CC(=O)C([O-])=S" de_lowest_ev=0.5883 spin_multiplicity=1
S 3.016 1.014 -0.775 0.41
O 3.040 -0.706 1.491 -0.13
O 1.292 -1.685 -1.330 -0.03
C 0.005 -0.188 0.046 -0.03
C 2.667 -0.368 0.308 -0.83
C 1.407 -0.849 -0.440 -0.53
H -0.110 0.831 -0.184 0.04
H -0.721 -0.901 -0.339 0.06
H 0.149 -0.349 1.057 0.03